The following is a quantum chemistry calculation of C42H46FIrN8O5Te as an isolated structure, from OMol25.

The geometry in ORCA input format:
```
! wB97M-V def2-TZVPD RIJCOSX def2/J DEFGRID3
* xyz 3 2
Ir -0.62339 0.04757 0.76626
F -6.51054 -3.52017 -0.38212
C -5.37721 -4.02187 0.14317
C -4.32600 -3.17379 0.29953
C -3.08857 -3.62408 0.78102
C -1.94601 -2.72615 0.90216
O -2.10723 -1.48818 0.64264
C -0.72635 -3.34706 1.28079
C -0.71239 -4.68694 1.59024
N -1.77186 -5.49099 1.54406
C -1.60830 -6.91181 1.81568
C -2.21582 -7.49926 3.05575
C -0.72971 -7.33952 2.94682
C -2.98936 -4.98711 1.09819
C -4.08919 -5.84215 0.95774
C -5.31053 -5.39754 0.46952
N -6.39214 -6.26042 0.31935
C -7.75935 -5.78829 0.07377
C -8.73451 -6.95691 0.16926
N -8.32391 -7.85077 1.30404
C -6.98587 -8.51626 1.03199
C -6.20671 -7.67220 0.02821
C 0.61101 -2.67745 1.29581
O 1.58669 -3.27362 1.72877
O 0.69554 -1.50624 0.75181
H -4.45495 -2.14771 -0.00400
H 0.22679 -5.13957 1.87715
H -1.59614 -7.50886 0.91223
H -2.63982 -8.49164 2.98882
H -2.73102 -6.82326 3.72535
H -0.11717 -8.21458 2.78826
H -0.27416 -6.57741 3.56357
H -3.96875 -6.87119 1.25359
H -7.89357 -5.33133 -0.90817
H -8.01711 -5.03886 0.82319
H -8.74673 -7.57621 -0.72451
H -9.74576 -6.59937 0.34939
H -9.03933 -8.55813 1.48007
H -8.25645 -7.29004 2.15498
H -7.17825 -9.51719 0.65050
H -6.47288 -8.59376 1.98792
H -6.53189 -7.89303 -0.99268
H -5.16076 -7.95535 0.07498
N -0.90029 0.85579 2.80530
C -0.02239 2.04642 2.98648
C 0.49972 2.22680 4.41683
C 1.48508 1.18986 4.99252
C 2.97793 1.56359 4.92961
N 3.64504 1.25284 3.66928
C 3.89858 0.01835 3.25180
N 4.20526 -0.20462 1.97632
N 3.85852 -1.00488 4.10602
C 1.07000 2.08043 1.92134
O 1.96725 2.89068 1.98788
O 0.98074 1.20324 0.95316
H -1.86802 1.11943 2.95886
H -0.69119 0.11760 3.47228
H -0.64388 2.91817 2.76567
H -0.37915 2.26690 5.06369
H 0.95026 3.21899 4.46319
H 1.34450 0.19659 4.54916
H 1.24505 1.07828 6.05095
H 3.51764 1.08276 5.74700
H 3.10112 2.63371 5.08366
H 3.67725 1.99350 2.98064
H 3.92663 0.48389 1.29350
H 4.22422 -1.16212 1.66004
H 3.87043 -0.85077 5.09792
H 3.93198 -1.94700 3.75125
Te -3.02831 -0.12934 -1.75476
C -3.57155 0.77301 -3.56376
C -4.91836 0.90568 -3.89011
C -5.25986 1.43680 -5.12444
C -4.27002 1.83214 -6.01508
C -2.93062 1.68684 -5.68530
C -2.57385 1.15092 -4.45560
C -4.32188 0.98171 -0.51627
C -4.63696 0.53548 0.76350
C -5.48292 1.29274 1.56289
C -6.00654 2.48829 1.09216
C -5.66575 2.94386 -0.17381
C -4.82006 2.19644 -0.98088
H -5.69575 0.60011 -3.20097
H -6.30283 1.54253 -5.39089
H -4.54577 2.25105 -6.97330
H -2.16205 1.99214 -6.38222
H -1.52715 1.03673 -4.20355
H -4.20103 -0.37082 1.15654
H -5.73471 0.94513 2.55640
H -6.67435 3.06971 1.71345
H -6.05590 3.88532 -0.53693
H -4.55394 2.56650 -1.96174
N 1.22221 5.59171 -2.89523
C 0.71890 4.64897 -2.47450
C 0.09140 3.46978 -1.95160
C -0.94454 3.59151 -1.03101
C -1.57846 2.45718 -0.54412
C -1.11997 1.18317 -0.93100
C -0.09160 1.07346 -1.91223
C 0.51566 2.20461 -2.39457
H -1.26553 4.57457 -0.71278
H -2.40659 2.55896 0.14447
H 0.24496 0.09773 -2.24160
H 1.31825 2.13483 -3.11676
*
```

Summary:
⟨S²⟩ = 1.23
E_tot = -79284.2548 eV
orbital gap (spin up / spin down) = 6.61 / 6.11 eV
energy relative to the best compared isomer or geometry (same formula, charge and spin) = 177.4 kJ/mol

These are the Mulliken partial charges, in e, on atoms 1 to 8: atom 1 (Ir): 3.305, atom 2 (F): -0.344, atom 3 (C): -0.068, atom 4 (C): -0.287, atom 5 (C): 1.083, atom 6 (C): 0.553, atom 7 (O): -0.779, atom 8 (C): -0.415


The following is a quantum chemistry calculation of C41H37GeN3O7STc as an isolated structure, from OMol25.

The geometry in ORCA input format:
```
! wB97M-V def2-TZVPD RIJCOSX def2/J DEFGRID3
* xyz -2 2
Tc 0.18238 -1.73529 0.11989
O -1.35812 0.58291 2.10059
C -2.66242 0.15221 1.82889
C -2.87022 -1.34369 2.05549
N -2.20842 -2.22919 1.09239
C -2.08842 -3.58139 1.65169
C -0.67042 -4.24959 1.57009
O -0.61402 -5.38699 2.02889
O 0.25388 -3.58159 1.07349
C -2.95672 -2.27879 -0.15811
C -2.16622 -3.08659 -1.22621
O -2.75072 -3.93369 -1.88581
O -0.95672 -2.74049 -1.34231
H -0.87452 -0.15459 2.51939
H -2.91282 0.45141 0.80369
H -3.35412 0.67971 2.51119
H -3.95682 -1.55439 2.07029
H -2.45802 -1.56839 3.04389
H -2.77872 -4.28239 1.16709
H -2.32092 -3.57599 2.71919
H -3.06862 -1.26529 -0.55421
H -3.95622 -2.72779 -0.02801
C 3.14108 3.10211 6.37529
C 2.67728 1.92031 5.57399
C 2.23388 2.07511 4.25919
C 1.79188 0.99141 3.52709
C 1.80728 -0.27379 4.10039
C 2.23978 -0.44469 5.40859
C 2.67398 0.64321 6.13959
S 1.24158 -1.68169 3.12639
O 1.91738 -2.83199 3.66749
O -0.20462 -1.63269 3.27679
N 1.58558 -1.29229 1.60159
C 2.89598 -1.43549 1.19469
C 4.02008 -1.30749 2.01239
C 5.28248 -1.46139 1.46099
C 5.45828 -1.73969 0.11809
C 4.35388 -1.87189 -0.74171
C 4.44048 -2.13009 -2.12811
C 3.25748 -2.20139 -2.86031
C 2.03698 -2.06489 -2.24151
N 1.91178 -1.84729 -0.91021
C 3.06408 -1.72379 -0.17501
H 3.42878 3.91601 5.71479
H 3.99058 2.83341 7.00129
H 2.34478 3.46421 7.02909
H 2.25738 3.05921 3.80799
H 1.44908 1.09161 2.50779
H 2.24328 -1.44409 5.81869
H 3.03458 0.51291 7.15369
H 3.90738 -1.08969 3.06309
H 6.15088 -1.33639 2.09709
H 6.45488 -1.86909 -0.28231
H 5.40618 -2.25039 -2.59941
H 3.29378 -2.36339 -3.92811
H 1.10638 -2.09889 -2.78931
C -0.28092 -0.08369 -0.70671
Ge -1.19212 0.92181 -2.04931
C -2.08342 2.47331 -1.14371
C -1.39182 3.00311 -0.05861
C -1.89002 4.07801 0.65109
C -3.10352 4.64531 0.29349
C -3.80892 4.12341 -0.77811
C -3.29362 3.05681 -1.49581
C 0.15438 1.76021 -3.26721
C 1.50198 1.47161 -3.08611
C 2.46248 2.02931 -3.90971
C 2.09258 2.89411 -4.92961
C 0.75378 3.19321 -5.11991
C -0.20452 2.62801 -4.29591
C -2.53912 0.14701 -3.32151
C -2.11612 -0.36359 -4.54741
C -3.00172 -0.94809 -5.43151
C -4.34262 -1.07249 -5.09401
C -4.77132 -0.60549 -3.86201
C -3.88162 -0.01469 -2.98531
H -0.46722 2.52401 0.23299
H -1.33962 4.47151 1.49529
H -3.50402 5.48391 0.85169
H -4.77032 4.54441 -1.05211
H -3.84832 2.66531 -2.33981
H 1.77508 0.78741 -2.29201
H 3.50808 1.79271 -3.76681
H 2.84428 3.33361 -5.57501
H 0.46808 3.87731 -5.91181
H -1.25342 2.85691 -4.44871
H -1.06832 -0.27379 -4.80691
H -2.65972 -1.30429 -6.39741
H -5.04282 -1.54819 -5.77151
H -5.81602 -0.69849 -3.59541
H -4.23672 0.34311 -2.02571
*
```

Summary:
⟨S²⟩ = 1.21
E_tot = -131471.2622 eV
orbital gap (spin up / spin down) = 3.75 / 5.89 eV

These are the Mulliken partial charges, in e, on atoms 1 to 8: atom 1 (Tc): 0.850, atom 2 (O): -0.290, atom 3 (C): -0.190, atom 4 (C): -1.633, atom 5 (N): 1.207, atom 6 (C): -1.012, atom 7 (C): 0.339, atom 8 (O): -0.837


The following is a quantum chemistry calculation of a 2-piece molecular cluster, C3H4Br2S overall, from OMol25.

The geometry in ORCA input format:
```
! wB97M-V def2-TZVPD RIJCOSX def2/J DEFGRID3
* xyz 0 1
C -0.16351 -0.55792 2.27280
C 0.57161 0.02867 1.27834
C -0.29197 -0.50504 -1.78557
S -0.96893 1.03325 -2.07554
Br 0.47761 1.84277 0.90462
Br 1.04205 -1.25324 -2.86045
H -0.99779 -0.00559 2.69153
H -0.28161 -1.65517 2.22763
H 1.01864 -0.60477 0.57933
H -0.40610 1.67702 -3.23269
*
```

Summary:
E_tot = -154091.8779 eV
orbital gap = 8.31 eV
energy relative to the best compared isomer or geometry (same formula, charge and spin) = 348.0 kJ/mol

These are the Mulliken partial charges, in e, on atoms 1 to 8: atom 1 (C): -0.560, atom 2 (C): -0.219, atom 3 (C): -0.069, atom 4 (S): -0.053, atom 5 (Br): -0.116, atom 6 (Br): -0.043, atom 7 (H): 0.276, atom 8 (H): 0.256


The following is a quantum chemistry calculation of a single C2H4O2S molecule, from OMol25.

The geometry in ORCA input format:
```
! wB97M-V def2-TZVPD RIJCOSX def2/J DEFGRID3
* xyz 0 1
O -0.89781 1.34922 0.14050
C -1.00878 0.16738 0.05601
O -2.10100 -0.52772 -0.29778
C 0.20500 -0.72165 0.48898
S 1.79651 -0.03814 -0.19938
H -1.85082 -1.44268 -0.50168
H 0.42770 -0.62911 1.58143
H 0.15161 -1.82792 0.22248
H 1.34057 1.26358 -0.12387
*
```

Summary:
E_tot = -17068.8118 eV
orbital gap = 9.68 eV
energy relative to the best compared isomer or geometry (same formula, charge and spin) = 44.3 kJ/mol
SMILES = O=C(O)CS

These are the Mulliken partial charges, in e, on atoms 1 to 8: atom 1 (O): -0.494, atom 2 (C): 0.652, atom 3 (O): -0.458, atom 4 (C): -0.558, atom 5 (S): -0.237, atom 6 (H): 0.343, atom 7 (H): 0.264, atom 8 (H): 0.313


The following is a quantum chemistry calculation of a 2-piece molecular cluster, C3H9N2OP overall, from OMol25.

The geometry in ORCA input format:
```
! wB97M-V def2-TZVPD RIJCOSX def2/J DEFGRID3
* xyz 0 1
C 1.19706 0.51657 3.55989
C 0.43850 0.36720 2.46748
C 0.82742 0.55367 1.14076
N -1.13409 -1.01895 -2.90623
N 0.03223 0.95089 -1.48315
O -1.63091 -0.38269 0.23547
P -0.41164 0.41234 0.01619
H 0.81013 0.09671 4.39838
H 2.23035 0.74422 3.61633
H -0.58720 0.04959 2.59284
H 1.52435 1.23583 0.75289
H -2.09499 -0.79216 -3.25626
H -1.23333 -1.65515 -2.19488
H 0.91140 1.42609 -1.43372
H -0.01069 0.25526 -2.24541
H -0.66121 -1.55690 -3.74686
*
```

Summary:
E_tot = -17572.2341 eV
orbital gap (spin up / spin down) = 8.04 / 8.04 eV
energy relative to the best compared isomer or geometry (same formula, charge and spin) = 190.9 kJ/mol

These are the Mulliken partial charges, in e, on atoms 1 to 8: atom 1 (C): -0.996, atom 2 (C): 0.023, atom 3 (C): -0.335, atom 4 (N): -0.848, atom 5 (N): -0.493, atom 6 (O): -0.638, atom 7 (P): 0.722, atom 8 (H): 0.293